Record 1
An isolated molecule of C21H22N2O5 in a non-equilibrium geometry, computed with ωB97M-V with the def2-TZVPD basis set.

Bonds (Å) are listed after each position.
Cartesian coordinates (Å):
1 C 3.5717 2.9579 -0.9492  H2 1.094, O3 1.408, H49 1.089, H50 1.095
2 H 3.9822 3.1741 0.0420  C1 1.094
3 O 2.1653 2.9066 -0.9267  C1 1.408, C4 1.360
4 C 1.5605 1.9686 -0.1494  O3 1.360, C5 1.398, C9 1.391
5 C 0.1630 1.9652 -0.1775  C4 1.398, C6 1.377, H48 1.079
6 C -0.5503 1.0443 0.5564  C5 1.377, C7 1.394, H47 1.080
7 C 0.1182 0.1155 1.3517  C6 1.394, C8 1.386, N12 1.417
8 C 1.5041 0.1128 1.3793  C7 1.386, C9 1.385, H11 1.079
9 C 2.2250 1.0321 0.6356  C4 1.391, C8 1.385, H10 1.078
10 H 3.3018 1.0031 0.6776  C9 1.078
11 H 2.0297 -0.6112 1.9822  C8 1.079
12 N -0.6110 -0.8641 2.0694  C7 1.417, C13 1.368, C23 1.447
13 C -1.6376 -0.5872 2.9296  N12 1.368, O14 1.217, C15 1.470
14 O -2.3730 -1.4563 3.3598  C13 1.217
15 C -1.7697 0.8058 3.3818  C13 1.470, C16 1.373, O19 1.353
16 C -2.8578 1.3841 3.9864  C15 1.373, C17 1.410, H22 1.070
17 C -2.4835 2.7102 4.2865  C16 1.410, C18 1.363, H21 1.070
18 C -1.1959 2.8386 3.8580  C17 1.363, O19 1.338, H20 1.072
19 O -0.7559 1.6995 3.3118  C15 1.353, C18 1.338
20 H -0.5095 3.6621 3.8885  C18 1.072
21 H -3.0842 3.4603 4.7581  C17 1.070
22 H -3.7959 0.9056 4.1760  C16 1.070
23 C -0.4222 -2.2396 1.6620  N12 1.447, N24 1.446, H45 1.097, H46 1.097
24 N -0.3723 -2.3597 0.2221  C23 1.446, C25 1.387, C35 1.383
25 C -1.4056 -1.9863 -0.6242  N24 1.387, O26 1.199, C27 1.518
26 O -2.4312 -1.4725 -0.2756  C25 1.199
27 C -0.9897 -2.4066 -2.0225  C25 1.518, C28 1.527, C34 1.531, H44 1.098
28 C -1.5548 -1.5243 -3.1328  C27 1.527, C29 1.524, H42 1.091, H43 1.092
29 C -0.7884 -0.2149 -3.2708  C28 1.524, C30 1.524, H40 1.091, H41 1.092
30 C 0.6937 -0.5035 -3.4751  C29 1.524, C31 1.523, H38 1.091, H39 1.092
31 C 1.2514 -1.1792 -2.2296  C30 1.523, H32 1.091, H33 1.093, C34 1.540
32 H 2.3190 -1.3774 -2.3355  C31 1.091
33 H 1.1221 -0.4984 -1.3849  C31 1.093
34 C 0.5343 -2.5075 -1.9222  C27 1.531, C31 1.540, C35 1.515, H37 1.091
35 C 0.7693 -2.7621 -0.4474  N24 1.383, C34 1.515, O36 1.202
36 O 1.7656 -3.1649 0.0910  C35 1.202
37 H 0.9489 -3.3034 -2.5426  C34 1.091
38 H 1.2371 0.4264 -3.6492  C30 1.091
39 H 0.8298 -1.1468 -4.3470  C30 1.092
40 H -1.1851 0.3492 -4.1162  C29 1.091
41 H -0.9190 0.3874 -2.3695  C29 1.092
42 H -2.6039 -1.3254 -2.9066  C28 1.091
43 H -1.5062 -2.0688 -4.0784  C28 1.092
44 H -1.4037 -3.4164 -2.1459  C27 1.098
45 H 0.5249 -2.6456 2.0379  C23 1.097
46 H -1.2708 -2.8037 2.0673  C23 1.097
47 H -1.6294 1.0281 0.5173  C6 1.080
48 H -0.3380 2.6936 -0.7954  C5 1.079
49 H 3.8251 3.7705 -1.6281  C1 1.089
50 H 4.0017 2.0243 -1.3260  C1 1.095

Values from the calculation:
structure (SMILES)	COc1ccc(N(CN2C(=O)[C@H]3CCCC[C@H]3C2=O)C(=O)c2ccco2)cc1
E_LUMO	0.659	eV
strongest force on any atom	1.32	eV/A
ΔE to the lowest compared entry with this formula, charge and spin	31.5	kcal/mol
orbital gap	9.075	eV

Calculated atomic charges, method Löwdin, unit e:
1. C -0.086
2. H 0.096
3. O -0.083
4. C -0.282
5. C 0.005
6. C -0.013
7. C -0.238
8. C 0.004
9. C -0.012
10. H 0.107
11. H 0.128
12. N 0.037
13. C -0.375
14. O 0.085
15. C -0.183
16. C 0.016
17. C -0.045
18. C -0.097
19. O 0.042
20. H 0.125
21. H 0.102
22. H 0.120
23. C -0.048
24. N 0.081
25. C -0.372
26. O 0.143
27. C -0.164
28. C -0.139
29. C -0.183
30. C -0.180
31. C -0.127
32. H 0.127
33. H 0.100
34. C -0.152
35. C -0.396
36. O 0.117
37. H 0.160
38. H 0.111
39. H 0.117
40. H 0.113
41. H 0.103
42. H 0.118
43. H 0.120
44. H 0.165
45. H 0.142
46. H 0.145
47. H 0.131
48. H 0.124
49. H 0.094
50. H 0.095

=====

Record 2
The ion C7H11N4S with charge +1 in a non-equilibrium geometry, computed with ωB97M-V with the def2-TZVPD basis set.

Bonds (Å) are listed after each position.
Cartesian coordinates (Å):
1 C 0.8628 2.1874 0.2313  C2 1.367, C3 1.381, H13 1.157
2 C -0.4595 2.4677 0.4317  C1 1.367, N8 1.323, H14 0.993
3 C 1.0994 0.9009 -0.2110  C1 1.381, C6 1.554, N10 1.273
4 C -1.0467 0.3150 -0.0331  N8 1.341, N9 1.357, N10 1.336
5 C -3.2164 -0.5466 0.0402  C7 1.494, N9 1.299, S12 1.733
6 C 2.5087 0.3808 -0.6087  C3 1.554, N11 1.518, H15 1.022, H17 1.143
7 C -3.9478 -1.7940 0.4153  C5 1.494, H18 1.045, H19 1.225, H20 1.069
8 N -1.4162 1.5728 0.2499  C2 1.323, C4 1.341
9 N -1.9281 -0.7136 0.0417  C4 1.357, C5 1.299
10 N 0.2246 -0.0221 -0.2674  C3 1.273, C4 1.336
11 N 3.0606 -0.8788 0.0351  C6 1.518, H16 1.077, H21 1.001, H22 1.063
12 S -4.1082 0.8744 -0.3961  C5 1.733, H23 1.443
13 H 1.7082 2.9527 0.4286  C1 1.157
14 H -0.7298 3.3765 0.7260  C2 0.993
15 H 2.4925 0.1281 -1.5986  C6 1.022
16 H 4.0677 -0.9635 -0.3374  N11 1.077
17 H 3.2806 1.2187 -0.6988  C6 1.143
18 H -3.3989 -2.6346 0.7045  C7 1.045
19 H -4.5260 -2.3377 -0.5176  C7 1.225
20 H -4.8641 -1.7443 0.9637  C7 1.069
21 H 2.9653 -0.7332 1.0209  N11 1.001
22 H 2.5539 -1.7933 -0.1596  N11 1.063
23 H -2.9660 1.6587 -0.7996  S12 1.443

Values from the calculation:
structure (SMILES)	C/C(S)=N/c1nccc(C[NH3+])n1
E_LUMO	-3.757	eV
strongest force on any atom	5.03	eV/A
net charge	+1
ΔE to the lowest compared entry with this formula, charge and spin	37.2	kcal/mol
orbital gap	8.043	eV

Calculated atomic charges, method Löwdin, unit e:
1. C 0.000
2. C -0.086
3. C -0.305
4. C -0.400
5. C -0.706
6. C -0.079
7. C -0.100
8. N 0.075
9. N 0.092
10. N 0.175
11. N 0.194
12. S 0.868
13. H 0.154
14. H 0.084
15. H 0.091
16. H 0.211
17. H 0.162
18. H 0.051
19. H 0.151
20. H 0.062
21. H 0.151
22. H 0.200
23. H -0.046